Formula: C24H27BrIN3O2S
Source: the Open Molecules 2025 dataset
Level of theory: wB97M-V/def2-TZVPD

The geometry in XYZ format:
```
59
Properties=species:S:1:pos:R:3:forces:R:3:mulliken_charge:R:1
C 5.0572 -1.2706 0.5016 0.2 0.3 0.4 -1.142
C 4.9219 0.1079 1.1838 0.1 -0.2 -1.0 -0.383
I 5.6798 -0.0286 3.1923 -0.2 0.1 0.1 0.077
C 5.6501 1.2369 0.4034 0.1 0.1 0.8 -1.130
C 4.7833 2.4032 -0.0029 -0.3 0.2 -0.2 0.433
C 5.1698 3.6898 0.3712 -0.1 -0.1 0.0 -0.936
C 4.4069 4.8001 0.0389 -0.1 0.2 -0.2 -0.931
C 3.2445 4.6757 -0.7048 0.3 -0.5 0.1 -0.814
C 2.8455 3.4018 -1.1012 0.2 0.3 -0.1 0.210
C 3.6055 2.2843 -0.7507 -0.3 -0.2 0.0 1.157
S 2.9721 0.7205 -1.3270 0.1 0.0 -0.1 -0.159
C 1.2376 0.9992 -1.0381 0.5 0.1 0.0 1.774
C 0.3806 0.0322 -0.5241 0.0 0.6 0.1 -0.843
C 0.8620 -1.3530 -0.1632 0.0 0.4 -0.2 -0.448
C 0.2380 -2.3193 -1.1235 0.4 0.1 0.0 0.342
O -0.6383 -3.0621 -0.8861 -0.6 -0.5 0.1 -0.429
Br 0.9765 -2.2309 -2.9373 0.1 0.1 0.0 -0.183
C -0.9600 0.3695 -0.3376 0.1 -0.1 0.1 -0.346
C -1.4536 1.6303 -0.6467 0.0 0.0 -0.3 -0.113
C -2.8997 2.0230 -0.4488 0.3 -0.4 0.4 -0.530
C -3.7235 0.9449 0.2510 0.6 1.0 0.0 -0.530
C -5.0550 1.5112 0.6690 -0.3 -0.4 0.3 0.318
N -5.6935 0.8485 1.7076 -0.2 -0.6 -0.7 -0.556
O -5.5409 2.5001 0.1764 -0.1 0.4 -0.4 -0.609
C -0.5772 2.5807 -1.1703 0.1 -0.4 0.1 -1.312
C 0.7647 2.2749 -1.3529 -0.5 0.0 -0.1 0.141
N 1.6695 3.2248 -1.8612 0.1 -0.1 0.3 -0.235
H 5.3994 -1.1415 -0.5207 -0.1 -0.1 -0.2 0.314
H 5.7978 -1.8634 1.0272 0.1 -0.2 -0.1 0.494
H 4.1159 -1.8101 0.5025 -0.1 -0.1 0.0 0.167
H 3.8764 0.3744 1.2462 -0.1 0.0 0.4 0.492
H 6.3933 1.6464 1.0820 0.2 0.1 -0.2 0.358
H 6.2105 0.8344 -0.4381 -0.1 -0.1 -0.2 0.383
H 6.0776 3.8029 0.9454 0.1 0.1 0.1 0.384
H 4.6972 5.7908 0.3570 0.2 0.0 0.1 0.364
H 2.6546 5.5429 -0.9627 -0.1 0.1 0.0 0.366
H 1.9447 -1.3847 -0.2331 0.1 -0.1 0.0 -0.059
H 0.5469 -1.6198 0.8415 -0.1 -0.1 0.1 0.457
H -1.6055 -0.3907 0.0803 -0.1 0.0 0.0 0.560
H -3.3420 2.3007 -1.4016 -0.1 0.0 -0.1 0.392
H -2.9241 2.9090 0.1837 0.0 0.2 -0.1 0.468
H -3.8297 0.0680 -0.3739 -0.3 -0.2 0.0 0.320
H -3.1879 0.6376 1.1488 -0.1 -0.2 0.1 0.405
H -5.4409 -0.1342 1.7349 0.2 0.0 0.2 0.356
H -6.6951 0.9338 1.5804 0.0 0.3 0.4 0.290
H -0.9579 3.5592 -1.4340 0.0 0.1 0.0 0.410
H 1.2216 4.1011 -2.0814 0.0 0.0 0.0 0.308
C -2.8614 -5.2628 0.7898 0.0 0.0 0.0 -1.052
C -4.3685 -5.4016 0.6028 0.2 -0.1 0.1 -0.494
C -4.9575 -4.3145 -0.3049 0.1 -0.1 0.2 -0.368
C -4.7300 -2.9832 0.2569 -0.1 -0.2 -0.3 0.053
N -4.5519 -1.9436 0.7038 0.0 0.0 0.3 -0.324
H -2.6044 -4.3221 1.2784 0.0 0.0 -0.1 0.306
H -2.4805 -6.0706 1.4144 0.0 0.0 0.0 0.368
H -2.3391 -5.3001 -0.1671 0.0 0.0 0.0 0.265
H -4.8601 -5.3675 1.5769 -0.1 0.0 0.0 0.311
H -4.5921 -6.3760 0.1660 -0.1 0.0 0.0 0.310
H -6.0318 -4.4559 -0.4260 0.0 0.1 0.0 0.309
H -4.4992 -4.3538 -1.2942 0.0 0.0 0.0 0.265
```
Positions in Å, forces in eV/Å.

As for the max |F|: 1.1 eV Å⁻¹. Its SMILES is C[C@@H](I)Cc1cccc2c1Sc1c(CC(=O)Br)cc(CCC(N)=O)cc1N2.CCCC#N. As for the orbital gap: 8.5 eV. The value obtained for the HOMO energy is -8.02 eV.


Formula: C24H27Cl2F25O6S
Source: the Open Molecules 2025 dataset
Level of theory: wB97M-V/def2-TZVPD

The geometry in XYZ format:
```
85
Properties=species:S:1:pos:R:3:forces:R:3:mulliken_charge:R:1
C 6.7095 -3.3356 -0.5968 0.2 -0.2 0.1 -1.016
C 6.6683 -2.0027 -1.5941 0.0 -0.9 1.3 -0.056
O 6.1472 -2.4266 -2.9033 0.8 2.0 0.2 -0.307
C 6.4649 -1.4660 -3.9718 0.0 -0.1 -0.4 -0.463
C 5.9603 0.0704 -3.6989 1.3 0.5 0.5 -0.468
O 4.5995 0.1935 -3.1539 -0.3 0.0 -2.6 -0.260
C 3.5685 0.1168 -4.2083 0.4 -1.5 -0.7 -0.434
C 2.6762 -1.2731 -3.9439 2.8 -2.8 4.5 0.309
O 3.1275 -2.0672 -2.9700 -3.9 4.7 -6.5 -0.327
O 1.5242 -1.5223 -4.8228 1.4 1.2 2.9 -0.391
C 0.2515 -1.5673 -4.0863 -0.9 -0.8 -0.3 0.269
C 0.1035 -0.4656 -2.8813 -0.9 0.5 0.2 -0.839
C 0.3861 -1.0452 -1.3711 0.2 0.3 0.3 -0.289
C 1.1311 0.1396 -0.4535 1.5 -0.1 -3.1 0.481
F 0.6299 1.5085 -0.7654 1.3 -3.9 1.5 -0.312
F 2.5565 0.1342 -0.9620 -4.1 0.3 1.8 -0.279
C 1.2338 -0.2228 1.1327 5.1 -1.6 -1.0 0.713
F 1.4144 -1.7106 1.2469 -0.2 5.1 -0.7 -0.249
F 2.5143 0.3768 1.6552 -4.6 -1.9 -1.5 -0.257
S -0.2072 0.2535 2.2047 -1.9 -0.2 4.3 1.323
F -1.3594 0.2069 0.9445 2.6 0.4 2.4 -0.277
F 0.0667 1.9384 2.0797 -0.7 -3.6 -0.3 -0.250
F 0.8621 0.2412 3.5705 -2.4 0.1 -2.7 -0.377
F -0.4753 -1.4332 2.4950 -0.4 3.6 -0.3 -0.400
F -1.4930 0.6011 3.2908 2.6 -0.6 -2.3 -0.349
C -0.0232 -3.1236 -3.6449 -4.3 -1.4 2.4 -0.018
Cl 1.2119 -4.5152 -3.9819 -1.9 2.5 0.4 -0.157
C -1.3003 -3.5877 -2.9679 4.2 -0.4 -1.9 0.228
C -1.4997 -5.2016 -2.5872 -0.4 0.2 -0.6 -1.045
Cl -2.7028 -2.4429 -2.5714 2.5 -1.7 -1.0 -0.109
H 7.4742 -4.1478 -0.9774 -1.6 1.7 0.6 0.274
H 7.0522 -3.0550 0.5060 -0.7 -0.3 -2.4 0.311
H 5.6552 -3.8572 -0.4883 2.1 1.3 -0.5 0.236
H 7.7662 -1.5857 -1.7343 -2.2 -0.7 0.4 0.307
H 5.9519 -1.2265 -1.0386 1.6 -1.4 -1.6 0.104
H 5.9512 -1.8635 -4.9567 1.1 0.6 2.1 0.250
H 7.6480 -1.4814 -4.1084 -2.4 0.4 0.1 0.349
H 6.6940 0.5368 -2.8840 -1.8 -0.9 -1.6 0.275
H 6.0683 0.7529 -4.6661 -0.1 -1.6 1.8 0.355
H 4.0968 -0.0644 -5.2568 -1.2 0.5 2.0 0.387
H 2.8949 1.0719 -4.2824 1.2 -1.9 0.4 0.303
H -0.5962 -1.2992 -4.8834 2.1 -0.6 1.6 0.285
H -1.0394 -0.1199 -2.8893 2.6 -0.8 0.0 0.458
H 0.7122 0.5310 -3.1292 -1.1 -2.5 0.5 0.286
H -0.6428 -1.3838 -0.9284 2.0 0.9 -0.6 0.257
H 1.0926 -1.9937 -1.3380 -1.3 2.2 -0.2 0.310
H -1.6856 -5.8206 -3.5896 0.4 1.5 2.1 0.283
H -0.5574 -5.6753 -2.0806 -1.7 1.3 -1.0 0.322
H -2.4202 -5.3756 -1.8862 1.7 0.6 -1.4 0.289
C -3.7388 -1.7058 2.5632 0.9 0.7 -0.1 -0.201
C -4.5931 -2.0358 3.7966 -0.4 1.0 -0.3 0.853
C -4.9123 -3.5151 3.9797 -0.4 -0.8 0.6 0.095
F -5.6236 -4.0190 2.9461 0.1 0.1 0.5 -0.209
F -5.6686 -3.7083 5.0929 0.2 0.3 0.0 -0.287
F -5.7269 -1.2855 3.7677 0.2 -0.4 0.0 -0.290
F -3.8961 -1.6101 4.8968 0.0 -0.5 -0.2 -0.326
O -4.4510 -1.2536 1.4088 -1.0 -1.7 -0.4 -0.404
C -4.9733 -2.2827 0.5693 1.9 0.7 0.7 0.698
C -6.5043 -2.2666 0.4922 -1.0 0.0 0.2 0.192
F -7.0674 -2.4338 1.7169 0.4 0.3 -0.5 -0.224
F -6.9679 -3.2780 -0.2880 0.5 0.2 0.0 -0.259
F -4.4768 -3.4786 0.9662 -0.4 0.3 -0.8 -0.296
F -4.4492 -2.0525 -0.6649 -1.0 0.1 0.6 -0.268
H -3.1077 -0.8527 2.8420 -0.5 -0.2 0.0 -0.015
H -3.0263 -2.5027 2.3197 -0.4 0.0 0.1 0.359
H -3.9989 -4.1078 4.0948 0.1 0.2 -0.1 0.293
H -6.8676 -1.3198 0.0822 0.3 0.0 0.0 0.242
C -0.7191 5.0065 2.2606 0.1 -0.9 -0.7 -0.578
C 0.2522 5.8090 3.1395 0.3 0.3 -1.0 0.912
C -0.2728 6.1527 4.5287 0.1 0.4 1.0 0.080
F -1.3830 6.9231 4.4823 0.5 -0.1 0.2 -0.214
F 0.6529 6.8599 5.2298 0.1 -0.2 -0.3 -0.281
F 0.6424 6.9256 2.4684 -0.2 -0.2 0.4 -0.289
F 1.3845 5.0515 3.2864 -0.5 0.0 0.4 -0.315
O -1.4814 5.7619 1.3157 -1.0 1.0 1.3 -0.417
C -2.6803 6.3463 1.8232 0.7 -2.1 -0.3 0.722
C -2.6606 7.8785 1.7762 0.2 1.0 0.1 0.203
F -1.6345 8.3869 2.5069 -0.3 -0.3 -0.4 -0.211
F -3.8020 8.4011 2.2961 0.1 -0.5 -0.1 -0.256
F -2.9255 5.8589 3.0628 -0.5 0.5 -0.6 -0.275
F -3.6826 5.8758 1.0326 0.3 0.7 0.2 -0.291
H -0.1021 4.3438 1.6411 0.0 0.4 0.1 0.339
H -1.3488 4.3245 2.8442 0.1 0.4 0.1 0.367
H -0.5008 5.2485 5.1026 0.0 -0.1 -0.2 0.280
H -2.5520 8.2391 0.7492 0.0 -0.3 0.0 0.235
```
Positions in Å, forces in eV/Å.

As for the max |F|: 8.9 eV Å⁻¹. Its SMILES is CCOCCOCC(=O)O[C@H](CCC(F)(F)C(F)(F)S(F)(F)(F)(F)F)/C(Cl)=C(/C)Cl.FC(F)C(F)(F)COC(F)(F)C(F)F.FC(F)C(F)(F)COC(F)(F)C(F)F. As for the orbital gap: 6.4 eV. The value obtained for the HOMO energy is -9.32 eV.


Formula: C24H27ClN4O4
Source: the Open Molecules 2025 dataset
Level of theory: wB97M-V/def2-TZVPD

The geometry in XYZ format:
```
60
Properties=species:S:1:pos:R:3:forces:R:3:mulliken_charge:R:1
C -2.3520 -1.7198 -3.9378 0.1 0.1 -0.1 -1.691
C -1.6896 -0.6017 -3.2196 -0.5 -0.1 0.4 0.279
C -2.0240 0.0152 -2.0311 0.8 0.3 -0.4 0.935
C -3.0610 -0.1227 -1.0685 -0.1 0.1 0.2 -0.725
N -3.1199 0.6325 -0.0311 -0.8 -0.7 0.1 -1.206
N -2.1889 1.5726 0.1904 0.6 0.4 -0.1 0.893
C -1.1059 1.8632 -0.6207 0.1 0.1 0.1 0.605
O -0.3046 2.7384 -0.3093 0.1 0.1 -0.2 -0.748
C -1.0425 1.0314 -1.7954 -0.1 -0.5 -0.5 1.030
C -0.1476 0.9972 -2.8460 0.0 0.4 0.5 0.195
N -0.5625 0.0133 -3.6960 -0.1 0.2 0.3 0.307
C 0.1161 -0.3869 -4.8988 0.2 -0.1 -0.3 -1.710
C 0.8797 -1.6818 -4.7318 0.1 -0.1 0.0 0.994
C 1.4170 -2.0260 -3.4993 0.0 0.0 0.0 -0.183
C 2.1235 -3.2099 -3.3653 -0.1 0.1 -0.2 -0.018
C 2.3088 -4.0575 -4.4455 0.0 0.0 0.1 -0.495
C 1.7739 -3.7065 -5.6727 0.0 0.0 0.0 -0.571
C 1.0617 -2.5291 -5.8173 0.0 0.1 0.1 -0.613
H 0.6444 -2.2661 -6.7780 -0.1 0.0 -0.1 0.391
H 1.9105 -4.3600 -6.5206 0.0 -0.1 -0.1 0.385
H 2.8607 -4.9758 -4.3249 0.1 -0.1 0.0 0.436
Cl 2.7813 -3.6292 -1.8232 0.1 0.0 0.1 -0.227
H 1.2828 -1.3848 -2.6418 0.0 0.1 0.1 0.497
H 0.8141 0.4065 -5.1824 -0.2 0.0 0.0 0.497
H -0.6143 -0.4970 -5.7068 0.1 0.1 0.1 0.317
C 1.0480 1.8471 -3.0707 0.0 0.0 -0.1 -1.856
H 1.1468 2.5145 -2.2184 0.0 0.0 0.0 0.402
H 1.9550 1.2482 -3.1592 0.1 0.0 0.0 0.347
H 0.9418 2.4510 -3.9731 0.1 0.0 -0.1 0.347
C -2.4307 2.3690 1.3800 -0.2 0.2 0.2 -1.330
H -3.4246 2.8199 1.3045 0.2 -0.1 0.1 0.339
H -1.6713 3.1530 1.4151 -0.1 -0.1 0.0 0.423
C -2.4469 1.5243 2.6587 0.0 0.1 -0.4 1.128
O -3.4708 1.4137 3.3041 -0.3 0.2 0.1 -0.692
N -1.3046 0.8905 3.0023 0.1 -0.3 0.2 0.061
C 0.0224 1.1318 2.4880 0.3 0.3 -0.1 -0.130
H 0.0041 1.7542 1.5975 0.0 -0.1 0.0 0.238
C 0.8832 1.8165 3.5530 0.1 -0.4 0.2 -1.149
H 0.4707 2.7932 3.8073 0.0 0.0 0.0 0.222
H 1.8962 1.9510 3.1733 0.1 0.0 0.0 0.396
C 0.9292 0.9735 4.8353 -0.6 0.4 -0.2 1.074
C -0.5028 0.6856 5.3088 0.4 -0.1 -0.2 -0.890
H -0.9570 1.6280 5.6139 -0.1 0.0 0.0 0.280
C -1.3033 0.0440 4.1781 -0.3 -0.1 0.3 -0.969
H -2.3398 -0.1084 4.4818 0.2 -0.1 -0.1 0.538
H -0.8474 -0.9155 3.9131 -0.1 0.0 0.0 0.322
H -0.4709 0.0187 6.1708 0.0 0.0 0.1 0.405
O 1.6360 -0.2304 4.5711 -0.1 0.1 -0.3 -0.393
C 2.5768 -0.4238 5.6008 0.1 0.1 0.5 -0.364
H 3.4443 -0.9351 5.1837 0.0 0.0 0.1 0.291
C 2.8629 1.0034 6.0711 0.3 -0.3 -0.2 -0.466
H 3.1228 1.0777 7.1267 0.1 0.0 -0.1 0.324
O 1.6281 1.6519 5.8686 -0.2 0.0 0.0 -0.482
H 3.6468 1.4703 5.4592 0.0 -0.1 0.1 0.273
H 2.1431 -1.0250 6.4118 0.1 0.0 -0.1 0.269
H 0.4766 0.1664 2.2379 0.0 0.1 -0.1 0.098
H -3.8493 -0.8537 -1.1616 -0.1 -0.1 0.0 0.369
H -3.1891 -2.0813 -3.3481 -0.1 -0.1 0.0 0.412
H -1.6575 -2.5443 -4.1034 0.0 -0.1 0.0 0.308
H -2.7308 -1.3953 -4.9086 -0.1 -0.1 -0.1 0.282
```
Positions in Å, forces in eV/Å.

As for the max |F|: 1.1 eV Å⁻¹. Its SMILES is Cc1c2cnn(CC(=O)N3CCC4(CC3)OCCO4)c(=O)c2c(C)n1Cc1cccc(Cl)c1. The energy above the lowest of the compared OMol25 structures with the same formula, charge and spin is 60.7 kcal per mole. As for the orbital gap: 8.4 eV. The value obtained for the HOMO energy is -7.93 eV.


Formula: C24H27F5NO3PtS4
Source: the Open Molecules 2025 dataset
Level of theory: wB97M-V/def2-TZVPD

The geometry in XYZ format:
```
65
Properties=species:S:1:pos:R:3:forces:R:3:mulliken_charge:R:1
Pt 1.0873 0.0493 0.5068 0.2 0.4 0.0 -0.093
C -0.9458 5.2038 2.2286 0.0 0.0 0.0 -0.677
C -2.1309 4.2461 2.2921 0.0 0.0 0.0 -0.768
S -1.9197 2.8144 1.1894 0.0 0.0 0.0 -0.033
C -1.9586 1.4369 2.3552 0.0 0.0 -0.1 -0.734
C -0.7865 1.3134 3.3095 0.0 0.0 0.1 -0.766
S 0.8441 0.8048 2.6599 -0.2 -0.2 0.0 -0.156
C 1.8453 2.3039 2.8326 0.0 0.0 -0.1 -0.753
C 1.4083 3.5495 2.0669 0.0 0.0 0.0 -0.417
S 0.5143 4.6983 3.1711 0.0 0.0 0.0 -0.194
H -1.2210 6.1636 2.6721 0.0 0.0 0.0 0.425
H -0.6598 5.4014 1.1946 0.0 0.0 0.0 0.360
H -3.0360 4.7751 1.9852 0.0 0.0 0.0 0.458
H -2.2837 3.9055 3.3169 0.0 0.0 0.0 0.310
H -2.0275 0.5586 1.7155 0.0 0.0 0.0 0.317
H -2.8756 1.4934 2.9467 0.0 0.0 0.0 0.636
H -1.0212 0.5441 4.0476 0.0 0.0 0.0 0.524
H -0.6045 2.2438 3.8495 0.0 0.0 0.0 0.319
H 2.8308 1.9759 2.5029 0.0 0.0 0.0 0.103
H 1.9065 2.4979 3.9048 0.0 0.0 0.0 0.649
H 0.7668 3.2873 1.2288 0.0 0.0 0.0 0.002
H 2.2886 4.0631 1.6817 0.0 0.0 0.0 0.569
F 2.4664 -2.2306 2.3325 0.0 0.0 0.0 -0.347
C 3.4146 -1.3824 1.8916 0.0 0.0 0.0 1.197
C 3.0596 -0.3011 1.1012 0.0 0.0 0.0 -1.994
C 4.1163 0.5048 0.7172 0.0 0.0 0.0 0.921
F 3.8842 1.5999 -0.0497 0.0 0.0 0.0 -0.391
C 5.4343 0.2799 1.0794 0.0 0.0 0.0 0.243
F 6.4157 1.1022 0.6821 0.0 0.0 0.0 -0.319
C 5.7347 -0.8129 1.8704 0.0 0.0 0.0 0.613
F 6.9983 -1.0539 2.2361 0.0 0.0 0.0 -0.316
C 4.7153 -1.6536 2.2816 0.0 0.0 0.0 0.174
F 5.0042 -2.7093 3.0505 0.0 0.0 0.0 -0.305
C -2.7922 -1.1977 -2.7410 0.0 0.0 0.0 -1.643
C -3.0388 -0.1562 -1.6408 0.0 0.0 0.0 2.608
C -3.5454 1.1509 -2.2620 0.0 0.0 0.0 -1.669
C -4.0855 -0.6929 -0.6543 0.0 0.0 0.0 -1.758
C -1.7787 0.0839 -0.9154 0.0 0.1 0.0 0.353
C -0.7495 0.2281 -0.2898 -0.1 -0.1 0.1 -1.103
H -3.7233 -1.4165 -3.2698 0.0 0.0 0.0 0.477
H -2.4093 -2.1290 -2.3218 0.0 0.0 0.0 0.233
H -2.0629 -0.8287 -3.4637 0.0 0.0 0.0 0.315
H -4.4809 0.9711 -2.7981 0.0 0.0 0.0 0.404
H -2.8138 1.5486 -2.9672 0.0 0.0 0.0 0.404
H -3.7210 1.9023 -1.4905 0.0 0.0 0.0 0.293
H -5.0271 -0.8861 -1.1742 0.0 0.0 0.0 0.449
H -4.2707 0.0323 0.1416 0.0 0.0 0.0 0.315
H -3.7430 -1.6260 -0.2057 0.0 0.0 0.0 0.405
N 1.5622 -0.5786 -1.4216 0.0 -0.1 0.0 -0.386
C 0.9725 -1.8159 -1.9486 0.0 0.0 0.0 0.562
C 0.5241 -2.8046 -1.0930 0.0 0.0 0.0 -0.145
C -0.0595 -3.9457 -1.6261 0.0 0.0 0.0 -0.927
C -0.1967 -4.0922 -2.9989 0.0 0.0 0.0 -0.034
C 0.2619 -3.0942 -3.8471 0.0 0.0 0.0 -0.659
C 0.8514 -1.9548 -3.3223 0.0 0.0 0.0 -0.770
S -0.9548 -5.5765 -3.6830 0.0 0.0 0.0 1.290
O -1.9182 -5.9742 -2.6687 0.0 0.0 0.0 -0.712
O 0.1678 -6.4881 -3.8387 0.0 0.0 0.0 -0.689
O -1.5385 -5.1216 -4.9356 0.0 0.0 0.0 -0.713
H 1.2459 0.1844 -2.0153 0.0 0.0 0.0 0.502
H 2.5745 -0.6262 -1.5029 0.0 0.0 0.0 0.477
H 0.6079 -2.6666 -0.0219 0.0 0.0 0.0 0.348
H -0.4431 -4.7251 -0.9810 0.0 0.0 0.0 0.418
H 0.1261 -3.2155 -4.9136 0.0 0.0 0.0 0.438
H 1.1938 -1.1620 -3.9803 0.0 0.0 0.0 0.362
```
Positions in Å, forces in eV/Å.

As for the max |F|: 0.4 eV Å⁻¹. The energy above the lowest of the compared OMol25 structures with the same formula, charge and spin is 7.3 kcal per mole. As for the orbital gap: 7.2 eV. The net charge is -1. The value obtained for the HOMO energy is -5.46 eV.


Total energy? In order: -4515.439868, -5196.864552, -1910.959152, -3422.643885 Eh.